[1]
The following is a DFT calculation (the ωB97M-V functional and the def2-TZVPD basis) of a molecular structure, C44H36FeN7O5 in a non-equilibrium geometry.

Gap between HOMO and LUMO (spin up / spin down) ... 3.62 / 6.43 eV
Total charge ... -1
⟨S²⟩ ... 6.08
2S+1 ... 5
Energy above the lowest of the compared OMol25 structures with the same formula, charge and spin ... 78.95 kcal/mol

Last column: Mulliken spin population.
Positions of all 93 atoms, in Å:
Fe1 0.560 0.119 -0.513  3.18
O1 1.733 3.364 2.218  0.00
C1 1.683 4.365 1.328  0.00
C2 2.095 5.636 1.723  0.00
C3 2.051 6.694 0.837  0.00
C4 1.616 6.495 -0.465  0.00
C5 1.223 5.236 -0.874  0.00
C6 1.237 4.161 0.008  0.01
C7 0.914 2.798 -0.427  -0.12
O2 0.720 1.865 0.455  0.00
N1 0.935 2.534 -1.706  0.02
N2 0.669 1.247 -1.947  -0.05
C8 1.756 0.451 -2.423  0.02
C9 1.421 -0.995 -2.622  0.10
C10 2.113 -1.800 -3.523  -0.01
C11 1.949 -3.170 -3.472  0.04
C12 1.086 -3.712 -2.498  0.05
C13 0.447 -2.854 -1.636  0.00
N3 0.594 -1.531 -1.688  0.03
H1 1.359 2.564 1.745  0.00
H2 2.445 5.764 2.736  0.00
H3 2.343 7.683 1.167  0.00
H4 1.594 7.322 -1.160  0.00
H5 0.905 5.059 -1.890  0.00
H6 2.216 0.898 -3.324  -0.01
H7 2.792 -1.342 -4.229  0.00
H8 2.474 -3.818 -4.157  0.01
H9 0.934 -4.777 -2.428  0.01
H10 -0.215 -3.203 -0.853  0.00
C14 -3.229 -4.388 1.030  0.00
O3 -3.475 -3.050 0.690  0.00
C15 -4.631 -2.469 1.131  0.00
C16 -5.664 -3.165 1.741  0.00
C17 -6.847 -2.523 2.097  0.00
C18 -7.001 -1.176 1.833  0.00
C19 -5.969 -0.469 1.240  0.00
C20 -4.761 -1.083 0.898  0.00
N4 -3.783 -0.338 0.248  0.00
C21 -2.399 -0.401 0.360  0.03
N5 -1.938 -0.983 1.480  0.00
C22 -0.629 -1.334 1.821  -0.13
C23 0.494 -0.892 1.126  0.02
C24 1.733 -1.311 1.607  -0.06
C25 1.854 -2.137 2.707  0.00
C26 0.725 -2.574 3.389  0.00
C27 -0.519 -2.165 2.951  0.00
O4 -1.725 -2.513 3.555  0.00
C28 -1.671 -3.164 4.792  0.00
N6 -1.617 0.076 -0.549  0.07
C29 -2.105 0.765 -1.654  0.00
C30 -1.868 0.293 -2.941  0.01
C31 -2.212 1.038 -4.052  -0.01
C32 -2.788 2.285 -3.895  0.01
C33 -3.064 2.768 -2.622  0.00
C34 -2.743 2.015 -1.508  -0.01
O5 -3.024 2.372 -0.208  0.00
C35 -3.509 3.660 0.052  0.00
H11 -2.227 -4.603 0.664  0.00
H12 -3.945 -5.067 0.551  0.00
H13 -3.254 -4.535 2.115  0.00
H14 -5.576 -4.225 1.922  0.00
H15 -7.639 -3.089 2.565  0.00
H16 -7.925 -0.676 2.086  0.00
H17 -6.091 0.584 1.034  0.00
H18 -4.116 0.503 -0.200  0.00
H19 -2.632 -1.322 2.132  0.00
H20 2.627 -0.977 1.101  -0.01
H21 2.828 -2.447 3.058  0.00
H22 0.837 -3.222 4.246  0.00
H23 -2.703 -3.248 5.136  0.00
H24 -1.099 -2.588 5.525  0.00
H25 -1.238 -4.166 4.705  0.00
H26 -1.377 -0.660 -3.043  0.00
H27 -2.015 0.653 -5.043  0.00
H28 -3.025 2.891 -4.758  0.00
H29 -3.525 3.741 -2.519  0.00
H30 -3.632 3.714 1.135  0.00
H31 -4.481 3.829 -0.430  0.00
H32 -2.803 4.431 -0.267  0.00
N7 10.555 -1.124 -0.182  0.10
C36 9.431 -0.892 -0.331  -0.02
C37 8.074 -0.631 -0.491  0.19
C38 7.181 -0.845 0.583  -0.05
C39 5.836 -0.640 0.430  0.12
C40 5.310 -0.185 -0.800  0.00
C41 6.217 0.053 -1.866  0.09
C42 7.557 -0.170 -1.722  -0.03
C43 3.960 0.039 -1.071  0.18
C44 2.800 0.289 -1.392  0.17
H33 7.587 -1.174 1.530  0.00
H34 5.164 -0.824 1.257  0.03
H35 5.818 0.393 -2.812  0.02
H36 8.235 0.003 -2.550  0.00


[2]
The following is a DFT calculation (the ωB97M-V functional and the def2-TZVPD basis) of C22H17BrN6 in the gas phase in a non-equilibrium geometry.

SMILES ... Cc1ccccc1-c1cc2ccccc2nc1CNc1ncnc2[nH]nc(Br)c12
Gap between HOMO and LUMO ... 8.26 eV
Energy above the lowest of the compared OMol25 structures with the same formula, charge and spin ... 68.78 kcal/mol

Last column: natural (NBO) charge in e.
Positions of all 46 atoms, in Å:
C1 2.966 0.952 1.424  -0.64
C2 2.353 -0.425 1.131  -0.01
C3 2.678 -1.562 1.862  -0.20
C4 2.355 -2.819 1.262  -0.19
C5 1.606 -2.883 0.153  -0.23
C6 1.135 -1.739 -0.408  -0.18
C7 1.550 -0.562 0.027  -0.03
C8 1.121 0.591 -0.708  -0.09
C9 1.788 0.981 -1.863  -0.13
C10 1.149 1.976 -2.659  -0.10
C11 1.713 2.552 -3.883  -0.16
C12 1.195 3.761 -4.510  -0.22
C13 0.154 4.320 -3.858  -0.18
C14 -0.535 3.736 -2.812  -0.20
C15 -0.054 2.599 -2.223  0.14
N1 -0.677 2.182 -1.129  -0.42
C16 -0.085 1.253 -0.370  0.24
C17 -0.725 0.869 1.033  -0.27
N2 -1.415 -0.472 0.826  -0.56
C18 -1.997 -1.060 1.805  0.46
N3 -1.628 -0.841 3.039  -0.51
C19 -2.405 -1.448 3.891  0.30
N4 -3.459 -2.297 3.648  -0.53
C20 -3.638 -2.642 2.407  0.40
N5 -4.359 -3.657 1.710  -0.39
N6 -4.135 -3.543 0.349  -0.25
C21 -3.303 -2.544 0.149  0.13
Br1 -2.763 -2.017 -1.667  0.07
C22 -2.894 -2.030 1.391  -0.32
H1 3.885 1.062 0.849  0.22
H2 3.287 1.047 2.529  0.22
H3 2.286 1.830 1.166  0.22
H4 3.128 -1.605 2.803  0.21
H5 2.740 -3.634 1.857  0.21
H6 1.369 -3.829 -0.101  0.21
H7 0.500 -1.754 -1.310  0.22
H8 2.784 0.614 -2.027  0.22
H9 2.762 2.268 -4.164  0.21
H10 1.587 4.307 -5.256  0.21
H11 -0.212 5.382 -4.192  0.21
H12 -1.201 4.309 -2.296  0.22
H13 0.089 0.978 1.767  0.24
H14 -1.459 1.746 1.228  0.22
H15 -2.013 -0.453 0.004  0.40
H16 -2.144 -1.280 4.926  0.18
H17 -5.078 -4.219 2.199  0.43


[3]
The following is a DFT calculation (the ωB97M-V functional and the def2-TZVPD basis) of a molecular structure, C20H20IrN6S in a non-equilibrium geometry.

Gap between HOMO and LUMO (spin up / spin down) ... 5.10 / 3.97 eV
Total charge ... +2
⟨S²⟩ ... 0.83
2S+1 ... 2

Last column: natural (NBO) charge in e.
Positions of all 48 atoms, in Å:
Ir1 0.056 -1.267 0.074  1.06
C1 -3.654 0.863 0.596  -0.71
C2 -2.543 0.008 0.125  0.38
N1 -1.419 -0.152 0.864  -0.27
N2 -1.439 0.261 2.099  -0.23
C3 -0.391 -0.002 2.868  0.27
N3 -0.368 0.398 4.129  -0.71
S1 0.976 -0.885 2.215  0.14
C4 -2.518 -0.677 -1.121  0.09
C5 -3.619 -0.781 -1.988  -0.15
C6 -3.472 -1.383 -3.218  -0.12
C7 -2.224 -1.885 -3.582  -0.17
C8 -1.187 -1.821 -2.668  0.09
N4 -1.323 -1.260 -1.470  -0.44
H1 -3.314 1.529 1.384  0.28
H2 -4.470 0.256 1.002  0.29
H3 -4.064 1.447 -0.228  0.27
H4 -1.196 0.813 4.531  0.44
H5 0.382 0.124 4.743  0.44
H6 -4.575 -0.399 -1.663  0.26
H7 -4.310 -1.469 -3.896  0.27
H8 -2.066 -2.335 -4.551  0.27
H9 -0.218 -2.243 -2.905  0.24
C9 1.414 1.569 -1.041  -0.26
N5 1.562 0.139 -0.915  -0.36
C10 2.631 -0.526 -1.245  0.15
C11 2.641 -1.911 -1.090  -0.04
C12 3.571 -2.904 -1.446  -0.17
C13 2.984 -4.113 -1.116  -0.29
C14 1.725 -3.819 -0.556  0.01
N6 1.519 -2.501 -0.550  -0.51
C15 1.320 2.203 0.337  -0.07
C16 2.469 2.388 1.101  -0.15
C17 2.413 3.151 2.258  -0.20
C18 1.201 3.676 2.687  -0.20
C19 0.044 3.447 1.954  -0.19
C20 0.100 2.691 0.792  -0.24
H10 0.483 1.776 -1.574  0.21
H11 2.249 2.002 -1.597  0.25
H12 3.499 -0.032 -1.675  0.25
H13 4.536 -2.740 -1.894  0.25
H14 3.392 -5.098 -1.260  0.25
H15 1.001 -4.523 -0.174  0.22
H16 3.417 1.980 0.771  0.21
H17 3.318 3.343 2.817  0.24
H18 1.156 4.250 3.602  0.24
H19 -0.896 3.879 2.271  0.23
H20 -0.796 2.531 0.203  0.20


[4]
The following is a DFT calculation (the ωB97M-V functional and the def2-TZVPD basis) of HO2PS in the gas phase in a non-equilibrium geometry.

Gap between HOMO and LUMO (spin up / spin down) ... 7.31 / 7.78 eV
⟨S²⟩ ... 2.02
2S+1 ... 3
Energy above the lowest of the compared OMol25 structures with the same formula, charge and spin ... 21.64 kcal/mol

Last column: natural (NBO) charge in e.
Positions of all 5 atoms, in Å:
O1 -0.112 1.141 -1.813  -0.95
O2 0.739 -0.894 1.628  -0.77
P1 0.769 0.755 -0.714  0.83
S1 -0.129 -1.011 0.382  0.79
H1 -1.267 0.010 0.517  0.09


[5]
The following is a DFT calculation (the ωB97M-V functional and the def2-TZVPD basis) of 10 unconnected molecules or ions with the total composition C16H54N18O10 in a non-equilibrium geometry.

SMILES ... COC[C@H](C)N.COC[C@H](C)N.NC(N)=O.NC(N)=O.NC(N)=O.NC(N)=O.NC(N)=O.NC(N)=O.NC(N)=O.NC(N)=O
Gap between HOMO and LUMO ... 8.67 eV
Energy above the lowest of the compared OMol25 structures with the same formula, charge and spin ... 35.74 kcal/mol

Last column: Löwdin charge in e.
Positions of all 98 atoms, in Å:
C1 -3.104 -7.217 -2.713  -0.13
O1 -4.225 -6.472 -2.357  -0.18
C2 -4.010 -5.500 -1.345  -0.21
C3 -3.430 -4.200 -1.862  -0.44
C4 -3.148 -3.328 -0.646  -0.07
N1 -4.451 -3.535 -2.689  0.06
H1 -2.233 -6.576 -2.886  0.08
H2 -3.311 -7.749 -3.647  0.09
H3 -2.814 -8.054 -2.058  0.09
H4 -4.967 -5.377 -0.842  0.13
H5 -3.285 -5.922 -0.631  0.12
H6 -2.508 -4.375 -2.426  0.12
H7 -4.075 -3.248 -0.070  0.08
H8 -2.775 -2.330 -0.873  0.05
H9 -2.429 -3.835 -0.001  0.06
H10 -4.075 -2.646 -2.985  0.07
H11 -4.758 -4.168 -3.413  0.07
C5 2.027 5.624 0.529  -0.12
O2 1.675 4.966 1.719  -0.20
C6 0.376 4.419 1.738  -0.21
C7 0.111 3.815 3.097  -0.45
C8 -1.262 3.174 3.215  -0.05
N2 0.317 4.790 4.185  0.05
H12 1.788 4.996 -0.334  0.08
H13 3.102 5.792 0.562  0.08
H14 1.532 6.597 0.429  0.09
H15 -0.327 5.188 1.382  0.14
H16 0.287 3.602 1.005  0.09
H17 0.860 3.003 3.120  0.12
H18 -1.481 2.475 2.404  0.06
H19 -2.017 3.958 3.150  0.09
H20 -1.356 2.625 4.150  0.08
H21 0.609 4.229 4.979  0.07
H22 1.106 5.375 3.927  0.06
N3 1.173 -0.213 -0.041  0.18
C9 -0.035 0.226 -0.518  -0.60
N4 -0.150 1.585 -0.436  0.19
O3 -0.885 -0.517 -1.014  -0.03
H23 1.328 -1.202 0.109  0.05
H24 1.757 0.522 0.317  0.05
H25 0.500 2.122 0.098  0.07
H26 -0.886 1.963 -1.011  0.07
N5 3.958 1.464 -1.252  0.15
C10 3.757 2.545 -2.077  -0.68
N6 3.973 3.749 -1.436  0.14
O4 3.393 2.465 -3.232  0.04
H27 3.669 0.568 -1.601  0.10
H28 3.831 1.707 -0.275  0.03
H29 4.615 3.855 -0.673  0.08
H30 3.859 4.564 -2.014  0.10
N7 3.240 1.421 3.872  0.19
C11 3.832 1.789 2.701  -0.65
N8 5.064 2.366 2.840  0.18
O5 3.349 1.497 1.607  -0.03
H31 2.516 0.728 3.793  0.12
H32 3.588 1.765 4.746  0.11
H33 5.450 2.381 3.765  0.10
H34 5.504 2.773 2.037  0.11
N9 -4.414 4.381 -2.151  0.16
C12 -3.081 4.162 -2.343  -0.65
N10 -2.588 4.641 -3.524  0.16
O6 -2.439 3.462 -1.575  0.00
H35 -4.789 4.170 -1.243  0.11
H36 -5.049 4.785 -2.813  0.10
H37 -3.069 5.425 -3.926  0.10
H38 -1.596 4.530 -3.637  0.11
N11 -3.404 1.258 -0.149  0.15
C13 -3.893 0.809 1.058  -0.67
N12 -3.922 -0.552 1.121  0.16
O7 -4.178 1.555 1.983  0.01
H39 -3.109 2.217 -0.243  0.05
H40 -2.815 0.569 -0.597  0.05
H41 -4.502 -1.064 1.756  0.10
H42 -3.556 -1.005 0.305  0.04
N13 -0.759 -1.628 -3.640  0.16
C14 -0.183 -2.841 -3.863  -0.69
N14 0.281 -3.460 -2.712  0.15
O8 -0.004 -3.326 -4.969  0.01
H43 -1.192 -1.158 -4.414  0.10
H44 -0.997 -1.305 -2.709  0.04
H45 0.392 -2.893 -1.889  0.06
H46 0.823 -4.268 -2.955  0.09
N15 3.566 -1.418 1.513  0.17
C15 4.623 -2.071 2.047  -0.67
N16 5.662 -1.252 2.450  0.15
O9 4.638 -3.270 2.279  0.01
H47 2.757 -1.988 1.288  0.06
H48 3.451 -0.419 1.406  0.04
H49 5.552 -0.256 2.476  0.06
H50 6.514 -1.684 2.750  0.10
N17 1.718 -5.288 0.784  0.18
C16 1.082 -4.094 0.923  -0.62
N18 -0.061 -4.165 1.687  0.17
O10 1.416 -3.065 0.344  -0.02
H51 2.384 -5.330 0.034  0.11
H52 1.663 -5.975 1.511  0.11
H53 -0.468 -5.082 1.725  0.10
H54 -0.602 -3.327 1.795  0.10